(1)
This record from OMol25 describes a 16-piece molecular cluster, C40H119N7O16 overall. The level of theory is the ωB97M-V functional and the def2-TZVPD basis.

CARTESIAN COORDINATES (ANGSTROEM)
C  -15.45726  -4.89097  15.54193
C  -16.30358  -4.36574  14.39556
C  -15.75039  -3.04244  13.93721
O  -16.46408  -2.51215  12.86773
C  -16.14398  -1.17323  12.52876
N  -16.38091  -5.39876  13.31278
H  -15.86335  -5.85395  15.80688
H  -15.56241  -4.27451  16.45530
H  -14.39317  -4.94230  15.33199
H  -17.32340  -4.27152  14.74161
H  -14.70412  -3.31814  13.58683
H  -15.66134  -2.29880  14.73526
H  -15.23034  -1.20251  11.89375
H  -15.89628  -0.53988  13.37277
H  -17.00823  -0.76769  11.94293
H  -15.41686  -5.53282  13.01501
H  -16.83834  -4.94488  12.52469
C  -17.33974  -12.89117  22.44865
C  -18.41419  -12.89773  23.55967
C  -19.54748  -13.84890  23.16318
O  -20.58551  -13.78071  24.13196
C  -21.50914  -12.76693  23.84243
N  -17.82553  -13.30092  24.84553
H  -17.65568  -12.55299  21.44922
H  -17.03270  -13.95131  22.36519
H  -16.53381  -12.26586  22.79288
H  -18.86522  -11.90708  23.64671
H  -19.09948  -14.85849  23.15199
H  -19.97301  -13.64762  22.13121
H  -22.10122  -13.09731  22.94422
H  -21.08098  -11.77257  23.72516
H  -22.14471  -12.73103  24.71318
H  -18.59792  -13.53510  25.41900
H  -17.25226  -14.15388  24.68506
C  -15.41124  -14.22433  18.58410
C  -16.10475  -13.16774  17.71557
C  -17.59883  -13.32161  17.53056
O  -18.26294  -13.22031  18.74664
C  -19.62010  -13.54164  18.54300
N  -15.67739  -11.86424  18.10620
H  -15.66175  -15.23288  18.22637
H  -15.80643  -14.05326  19.55532
H  -14.31978  -14.03132  18.67153
H  -15.67374  -13.30314  16.70317
H  -17.83693  -14.31355  17.03512
H  -17.93660  -12.53770  16.85519
H  -19.74140  -14.49107  18.10770
H  -19.94116  -12.75682  17.86454
H  -20.16462  -13.43000  19.46097
H  -15.89124  -11.17580  17.38068
H  -15.94591  -11.55353  19.00672
C  -18.18029  -6.82129  22.92675
C  -17.07012  -5.91101  23.46627
C  -15.86946  -6.55130  24.10942
O  -16.29357  -7.27622  25.27057
C  -15.22557  -7.76740  26.00962
N  -16.59951  -5.10784  22.35884
H  -18.35709  -7.70639  23.51371
H  -17.92646  -7.26379  21.96583
H  -19.13766  -6.28358  22.80973
H  -17.50021  -5.24276  24.27116
H  -15.12953  -5.76007  24.38634
H  -15.30666  -7.24562  23.45743
H  -14.65729  -8.54236  25.52819
H  -15.62558  -8.12938  26.93733
H  -14.56291  -6.93826  26.33588
H  -17.24342  -4.91726  21.61132
H  -16.17012  -4.23205  22.61528
C  -23.39160  -8.10734  13.91730
C  -24.74985  -8.58745  14.41121
C  -25.24232  -7.86978  15.66331
O  -24.54760  -8.23611  16.82709
C  -25.05981  -7.72906  18.06620
N  -25.74072  -8.21525  13.41162
H  -22.60633  -8.52870  14.61027
H  -23.30287  -7.03361  13.82741
H  -23.13757  -8.65339  13.05587
H  -24.80131  -9.66314  14.64886
H  -26.32237  -8.14828  15.72581
H  -25.18691  -6.73665  15.48656
H  -24.51345  -8.27043  18.85385
H  -26.09397  -7.97104  18.14945
H  -24.81171  -6.65201  18.20106
H  -26.65614  -8.60661  13.61555
H  -25.43562  -8.38121  12.46319
C  -18.98525  -3.95698  17.37909
C  -18.43304  -2.61697  17.94746
C  -17.41583  -2.99518  19.10885
O  -18.18850  -3.57248  20.18674
C  -18.65532  -2.61148  21.06438
N  -17.57884  -1.96777  16.89660
H  -19.62918  -4.37522  18.19105
H  -18.12949  -4.66398  17.18457
H  -19.60683  -3.84966  16.47311
H  -19.16542  -1.92584  18.36980
H  -16.81724  -2.22782  19.58022
H  -16.79820  -3.71570  18.60279
H  -17.84017  -2.20049  21.67938
H  -19.35761  -3.09531  21.71501
H  -19.08639  -1.75196  20.55307
H  -17.17916  -1.10658  17.29707
H  -18.03714  -1.87559  16.01990
C  -19.85832  -9.00114  20.73414
C  -20.25124  -7.93030  19.72190
C  -19.79102  -8.30745  18.32365
O  -19.96732  -7.20139  17.44612
C  -19.58498  -7.59070  16.13875
N  -21.66674  -7.61503  19.84905
H  -20.21326  -8.56246  21.66608
H  -18.78914  -9.26856  20.70108
H  -20.30861  -9.95343  20.51530
H  -19.67252  -7.02084  20.06605
H  -20.34339  -9.26698  18.07119
H  -18.67669  -8.55112  18.29636
H  -20.17277  -8.43887  15.76141
H  -18.53077  -7.92434  16.04880
H  -19.64257  -6.67112  15.51696
H  -22.18119  -8.51297  19.69433
H  -22.05492  -6.89320  19.25212
O  -16.55247  -8.21048  13.90516
H  -17.08507  -8.22834  13.08909
H  -16.47975  -7.26515  14.01729
O  -21.55835  -9.30128  24.46066
H  -22.06426  -8.81497  23.76243
H  -21.46336  -8.64431  25.16265
O  -22.39340  -6.05394  16.63348
H  -21.53633  -6.24745  17.05214
H  -22.84279  -6.92329  16.42007
C  -23.10682  -3.18814  20.63765
C  -22.48058  -3.88247  19.46836
O  -23.39434  -4.84483  18.94399
H  -23.97908  -2.73162  20.21418
H  -22.41020  -2.40755  20.97344
H  -23.38017  -3.84843  21.45678
H  -21.53578  -4.38153  19.69493
H  -22.25667  -3.11793  18.68406
H  -23.20574  -5.06351  18.01391
C  -22.55788  -11.55815  14.89748
C  -22.48219  -11.56004  16.40023
O  -22.40478  -10.24877  16.82075
H  -22.03012  -10.68610  14.55051
H  -23.59794  -11.39823  14.60787
H  -22.19986  -12.47582  14.32806
H  -21.52532  -12.00798  16.66070
H  -23.24633  -12.15896  16.92532
H  -23.20071  -9.73625  16.61825
C  -15.97486  -7.04865  18.96649
C  -15.11465  -7.59203  20.08840
O  -14.41091  -6.63101  20.80971
H  -16.86490  -6.51878  19.22620
H  -16.48119  -7.86555  18.38888
H  -15.36344  -6.53285  18.18028
H  -14.39729  -8.31713  19.68904
H  -15.82474  -8.17655  20.70930
H  -15.01484  -6.12116  21.32970
C  -19.77894  -6.80068  12.17260
C  -19.50302  -8.19869  11.67443
O  -18.16450  -8.33613  11.23525
H  -19.07263  -6.49116  12.94947
H  -20.73146  -6.69777  12.60140
H  -19.66060  -6.06221  11.38269
H  -20.19079  -8.49121  10.88199
H  -19.57256  -8.88274  12.48544
H  -18.10125  -8.05983  10.27862
C  -24.19858  -12.46096  20.59590
C  -23.07547  -11.51662  20.27427
O  -23.56537  -10.37796  19.57857
H  -24.88850  -11.80464  21.14234
H  -23.90530  -13.29976  21.23563
H  -24.76117  -12.80948  19.72449
H  -22.22583  -11.97786  19.79724
H  -22.72034  -11.16104  21.28087
H  -23.14938  -10.46144  18.71283
C  -25.34299  -7.30842  22.99233
C  -24.17836  -6.85929  22.20448
O  -22.98612  -7.70872  22.45781
H  -25.05476  -7.40377  24.03733
H  -25.82505  -8.25068  22.58975
H  -26.16858  -6.59654  22.90269
H  -23.88220  -5.82452  22.52296
H  -24.37062  -7.00600  21.12839
H  -22.46920  -7.72863  21.58046

HOMO-LUMO gap (eV): 9.159
Highest occupied orbital energy (eV): -8.724

Here are the Mulliken charges for atoms 1 to 99, given in e: -1.404, 0.812, -0.907, -0.295, -0.765, -0.528, 0.151, 0.192, 0.602, 0.034, 0.270, 0.419, 0.294, 0.319, 0.230, 0.293, 0.231, -1.455, 0.476, -0.157, -0.461, -0.334, -0.717, 0.225, 0.385, 0.455, 0.187, 0.377, -0.184, 0.060, 0.134, 0.368, 0.301, 0.300, -1.170, 0.163, -0.593, -0.042, -0.367, -0.522, 0.373, 0.035, 0.371, 0.315, 0.339, 0.290, 0.405, 0.135, -0.178, 0.234, 0.209, -1.360, 0.836, -0.829, -0.284, -0.809, -0.241, 0.653, -0.102, 0.339, 0.091, 0.413, 0.307, 0.309, 0.269, 0.320, -0.111, 0.247, -1.005, 1.356, -1.217, -0.406, -0.321, -0.667, -0.445, 0.426, 0.809, -0.263, 0.414, 0.189, -0.216, 0.632, 0.089, 0.248, 0.232, -0.117, 0.097, -0.952, 0.112, -1.038, -0.377, -0.375, -0.254, 0.711, 0.292, 0.620, -0.194, 0.265, 0.295



(2)
This record from OMol25 describes a 2-piece molecular cluster, CH3BCl2O2 overall. The level of theory is the ωB97M-V functional and the def2-TZVPD basis.

CARTESIAN COORDINATES (ANGSTROEM)
B  0.07517  -0.63360  0.30058
C  1.26471  -0.05437  -0.55979
O  -0.40595  -1.14770  1.32681
O  -2.25393  0.84784  -0.74766
Cl  1.57006  1.57349  0.10150
Cl  2.75874  -0.99888  -0.51241
H  1.01965  -0.02700  -1.60357
H  -1.14233  -0.73252  1.87340
H  -2.88611  1.17275  -0.17885

HOMO-LUMO gap (alpha / beta) (eV): 6.847 / 6.848
Highest occupied orbital energy (alpha / beta) (eV): -7.784 / -7.785
Energy above the lowest of the compared OMol25 structures with the same formula, charge and spin (eV): 6.300

Charges per atom according to Mulliken partitioning, unit e: 0.313, 0.156, -0.276, -0.837, -0.111, -0.126, 0.313, 0.408, 0.161



(3)
This record from OMol25 describes C27H54N11O3STi as an isolated structure. The level of theory is the ωB97M-V functional and the def2-TZVPD basis.

CARTESIAN COORDINATES (ANGSTROEM)
Ti  0.01641  -0.30388  -0.33095
C  -2.54501  2.83472  -3.00378
N  -1.79814  2.51720  -1.78302
C  -2.61552  2.40348  -0.58226
C  -0.45553  2.70649  -1.68457
N  0.25471  1.84331  -0.95550
C  1.49975  2.33152  -0.32132
C  1.42634  1.97794  1.15507
N  1.24086  0.50416  1.29896
C  2.56221  -0.19710  1.29931
C  2.59020  -1.48559  0.47692
N  1.79499  -1.32274  -0.75644
C  2.17259  -1.97183  -1.84379
N  3.01048  -3.04214  -1.85252
C  2.86002  -4.15420  -0.92595
C  4.04758  -3.20826  -2.86473
N  1.65308  -1.54457  -3.03296
C  1.51883  -2.44804  -4.17289
C  1.73464  -0.13564  -3.39315
C  0.39962  0.17848  2.48713
C  0.02990  -1.30047  2.50907
N  -0.43910  -1.73538  1.16586
C  -0.98869  -2.91477  1.07166
N  -1.58574  -3.20562  -0.16939
C  -3.04169  -3.03404  -0.30294
C  -1.10711  -4.44730  -0.77342
N  -0.95346  -3.84857  2.07393
C  0.28931  -4.20758  2.74872
C  -2.04828  -4.79813  2.26616
N  0.10844  3.72317  -2.37902
C  -0.57035  5.00000  -2.58858
C  1.41260  3.59193  -3.01510
H  -3.30387  2.06459  -3.14509
H  -1.87748  2.80804  -3.86212
H  -3.03859  3.80713  -2.95625
H  -3.04833  3.37152  -0.31356
H  -2.01353  2.05192  0.25214
H  -3.43527  1.70622  -0.75896
H  1.62331  3.40985  -0.42692
H  2.37619  1.85594  -0.77348
H  0.55293  2.47018  1.58028
H  2.30467  2.31334  1.71075
H  2.87626  -0.40783  2.32537
H  3.29524  0.48336  0.86940
H  2.21996  -2.31564  1.07191
H  3.63253  -1.70448  0.24062
H  1.99738  -3.99952  -0.28853
H  3.74587  -4.28254  -0.29959
H  2.70008  -5.07593  -1.48938
H  4.17594  -2.28835  -3.42781
H  3.82471  -4.02522  -3.55356
H  4.99195  -3.42820  -2.36453
H  2.39625  -2.45128  -4.82184
H  0.66678  -2.11719  -4.76661
H  1.31693  -3.46102  -3.83084
H  2.60750  0.05066  -4.02574
H  1.80529  0.47556  -2.49905
H  0.84177  0.15866  -3.94828
H  -0.50825  0.77648  2.41580
H  0.90673  0.43995  3.42106
H  -0.75285  -1.47186  3.24819
H  0.89688  -1.86956  2.83940
H  -3.36926  -2.14868  0.24265
H  -3.60685  -3.89764  0.05234
H  -3.28009  -2.88476  -1.35684
H  -0.01492  -4.45699  -0.80241
H  -1.46857  -4.47743  -1.80175
H  -1.45310  -5.35412  -0.27004
H  1.14278  -3.76903  2.23778
H  0.40651  -5.29147  2.70209
H  0.31127  -3.90729  3.79787
H  -3.00473  -4.34160  2.04069
H  -2.06355  -5.07482  3.31916
H  -1.93262  -5.71001  1.67805
H  -1.44303  5.07167  -1.94710
H  -0.87384  5.13437  -3.62788
H  0.11551  5.80420  -2.32084
H  1.78527  2.58365  -2.89236
H  2.13703  4.29185  -2.59643
H  1.31331  3.79780  -4.08227
N  -1.64062  -0.48263  -1.59019
C  -2.66718  -0.78694  -2.55848
C  -3.99637  -0.62318  -2.22950
C  -4.97138  -0.96240  -3.15973
C  -4.61294  -1.44701  -4.41442
C  -3.25987  -1.57591  -4.73434
C  -2.28402  -1.25004  -3.80435
S  -5.86001  -2.06920  -5.53410
O  -5.28619  -1.81303  -6.84198
O  -7.02933  -1.28084  -5.19454
O  -5.94134  -3.47149  -5.16988
H  -0.90303  0.08218  -2.02625
H  -2.05712  -0.02852  -0.75707
H  -4.27782  -0.27044  -1.24017
H  -6.02607  -0.85510  -2.93067
H  -2.99801  -1.94503  -5.72044
H  -1.22470  -1.37388  -4.02509

Net charge: +1
Multiplicity: 3
HOMO-LUMO gap (alpha / beta) (eV): 6.502 / 6.393
Highest occupied orbital energy (alpha / beta) (eV): -8.976 / -8.975

Charges per atom according to Mulliken partitioning, unit e: 0.775, -1.180, 0.666, -0.865, -0.387, 0.986, -0.761, -1.750, 0.878, -1.804, -0.423, 0.437, -0.218, 0.418, -0.706, -1.169, 0.980, -1.215, -0.630, -1.558, -1.034, 0.925, -1.083, 1.321, -1.446, -0.911, 0.341, -1.175, -1.094, 0.256, -1.154, -0.827, 0.382, 0.337, 0.373, 0.364, 0.168, 0.209, 0.586, 0.383, 0.398, 0.350, 0.343, 0.449, -0.210, 0.879, -0.124, 0.244, 0.359, 0.329, 0.370, 0.387, 0.327, 0.372, 0.369, 0.543, -0.424, 0.291, 0.498, 0.378, 0.753, 0.396, 0.352, 0.496, 0.420, 0.131, 0.344, 0.245, 0.305, 0.396, 0.285, 0.299, 0.401, 0.355, 0.332, 0.359, 0.399, 0.093, 0.339, 0.364, 0.572, 0.005, 0.457, -1.463, -0.290, -0.716, -0.189, 1.306, -0.695, -0.693, -0.667, -0.788, 0.173, 0.427, 0.532, 0.465, -0.024



Repeat the second record exactly.
This record from OMol25 describes a 2-piece molecular cluster, CH3BCl2O2 overall. The level of theory is the ωB97M-V functional and the def2-TZVPD basis.

CARTESIAN COORDINATES (ANGSTROEM)
B  0.07517  -0.63360  0.30058
C  1.26471  -0.05437  -0.55979
O  -0.40595  -1.14770  1.32681
O  -2.25393  0.84784  -0.74766
Cl  1.57006  1.57349  0.10150
Cl  2.75874  -0.99888  -0.51241
H  1.01965  -0.02700  -1.60357
H  -1.14233  -0.73252  1.87340
H  -2.88611  1.17275  -0.17885

HOMO-LUMO gap (alpha / beta) (eV): 6.847 / 6.848
Highest occupied orbital energy (alpha / beta) (eV): -7.784 / -7.785
Energy above the lowest of the compared OMol25 structures with the same formula, charge and spin (eV): 6.300

Charges per atom according to Mulliken partitioning, unit e: 0.313, 0.156, -0.276, -0.837, -0.111, -0.126, 0.313, 0.408, 0.161